Entry 1:
{
  "formula": "C33H41BiN9O3S3Si2",
  "method": "ωB97M-V with the def2-TZVPD basis set",
  "largest_force_ev_per_a": 0.58,
  "multiplicity": 1,
  "charge": -1,
  "energy_ev": -108542.8686,
  "elements": ["Bi", "C", "S", "C", "S", "N", "N", "C", "C", "C", "C", "C", "C", "N", "H", "H", "H", "H", "H", "H", "H", "H", "N", "C", "C", "C", "C", "C", "C", "S", "O", "O", "N", "C", "N", "C", "C", "C", "N", "H", "H", "H", "H", "H", "H", "H", "H", "H", "C", "Si", "C", "C", "C", "C", "C", "C", "C", "Si", "C", "C", "H", "H", "H", "H", "H", "H", "H", "H", "H", "H", "H", "H", "H", "H", "H", "H", "N", "C", "N", "C", "C", "O", "C", "C", "H", "H", "H", "H", "H", "H", "H", "H"],
  "positions_angstrom": [[-0.06, 0.39, -0.08], [2.89, 5.85, 0.52], [2.48, 4.82, -0.90], [1.72, 3.42, -0.10], [1.64, 2.06, -1.18], [1.37, 3.57, 1.12], [0.67, 2.57, 1.73], [1.01, 2.30, 2.92], [0.32, 1.25, 3.69], [0.81, 0.92, 4.95], [0.24, -0.13, 5.63], [-0.79, -0.84, 5.03], [-1.22, -0.42, 3.78], [-0.71, 0.62, 3.13], [3.30, 6.78, 0.11], [3.64, 5.36, 1.14], [2.00, 6.06, 1.11], [1.90, 2.75, 3.36], [1.65, 1.47, 5.36], [0.60, -0.41, 6.62], [-1.23, -1.70, 5.50], [-2.00, -0.96, 3.25], [7.08, 2.07, -0.59], [6.12, 1.19, -0.06], [6.35, -0.18, -0.05], [5.42, -1.05, 0.49], [4.24, -0.55, 1.04], [4.02, 0.82, 1.06], [4.96, 1.69, 0.52], [2.95, -1.62, 1.63], [2.13, -0.77, 2.48], [3.57, -2.77, 2.25], [2.05, -1.94, 0.35], [2.46, -2.73, -0.66], [1.51, -2.91, -1.63], [1.82, -3.70, -2.64], [3.05, -4.34, -2.76], [3.96, -4.05, -1.76], [3.70, -3.26, -0.73], [7.66, 1.66, -1.31], [6.69, 2.95, -0.89], [7.26, -0.57, -0.49], [5.58, -2.12, 0.49], [3.11, 1.19, 1.49], [4.77, 2.76, 0.52], [1.05, -3.83, -3.39], [3.29, -4.99, -3.59], [4.97, -4.46, -1.79], [-3.72, 1.71, 0.10], [-2.03, 2.10, -0.66], [-1.73, 3.92, -0.28], [-2.30, 2.02, -2.54], [-3.16, 2.94, -3.14], [-3.36, 2.97, -4.51], [-2.70, 2.05, -5.32], [-1.85, 1.12, -4.74], [-1.64, 1.08, -3.35], [-0.50, -0.28, -2.65], [-1.44, -1.87, -2.99], [1.03, -0.21, -3.76], [-4.40, 2.54, -0.08], [-3.65, 1.54, 1.18], [-4.13, 0.81, -0.36], [-2.65, 4.48, -0.43], [-0.96, 4.34, -0.92], [-1.41, 4.06, 0.76], [-3.69, 3.66, -2.52], [-4.03, 3.70, -4.96], [-2.83, 2.07, -6.40], [-1.34, 0.40, -5.38], [-1.41, -2.08, -4.07], [-2.49, -1.75, -2.69], [-1.01, -2.71, -2.45], [0.82, -0.68, -4.73], [1.88, -0.73, -3.31], [1.31, 0.83, -3.93], [-2.53, -1.30, -0.04], [-3.12, -2.07, 0.59], [-3.80, -2.95, 1.30], [-4.29, -2.67, 2.64], [-5.80, -2.85, 2.65], [-6.16, -4.14, 2.18], [-5.72, -4.35, 0.85], [-4.22, -4.24, 0.74], [-4.03, -1.65, 2.92], [-3.83, -3.36, 3.35], [-6.27, -2.08, 2.02], [-6.19, -2.76, 3.67], [-6.20, -3.61, 0.19], [-6.06, -5.34, 0.56], [-3.89, -4.30, -0.30], [-3.75, -5.04, 1.31]]
}

Entry 2:
{
  "formula": "C33H41IN2PRhS3SbSi2",
  "method": "ωB97M-V with the def2-TZVPD basis set",
  "de_lowest_kcal_mol": 41.5,
  "largest_force_ev_per_a": 1.08,
  "multiplicity": 6,
  "energy_ev": -113062.8166,
  "elements": ["Rh", "S", "Sb", "S", "S", "I", "C", "C", "C", "C", "C", "C", "C", "C", "C", "P", "C", "C", "C", "C", "C", "C", "C", "C", "C", "C", "C", "C", "C", "H", "H", "H", "H", "H", "H", "H", "H", "H", "H", "H", "H", "H", "H", "H", "H", "C", "Si", "C", "C", "C", "Si", "C", "C", "C", "H", "H", "H", "H", "H", "H", "H", "H", "H", "H", "H", "H", "H", "H", "H", "H", "H", "H", "H", "C", "N", "C", "C", "N", "C", "H", "H", "H", "H", "H", "H"],
  "positions_angstrom": [[-0.41, -0.45, 0.37], [-2.27, -3.81, 4.15], [-2.94, -2.11, 2.64], [-0.93, -0.69, 2.62], [-2.88, -3.41, 0.73], [2.16, -0.94, -0.21], [3.43, 0.77, -0.02], [4.73, 0.37, 0.05], [5.79, 1.29, 0.16], [5.50, 2.61, 0.19], [4.16, 3.07, 0.12], [3.94, 4.47, 0.11], [2.69, 4.98, 0.00], [1.60, 4.10, -0.06], [1.73, 2.73, -0.02], [0.06, 1.87, 0.02], [-0.70, 2.89, 1.34], [-1.74, 3.80, 1.19], [-2.26, 4.47, 2.30], [-1.73, 4.25, 3.56], [-0.68, 3.35, 3.72], [-0.17, 2.68, 2.62], [-0.61, 2.40, -1.60], [0.26, 2.40, -2.70], [-0.21, 2.66, -3.98], [-1.56, 2.93, -4.18], [-2.43, 2.90, -3.11], [-1.96, 2.62, -1.83], [3.05, 2.16, 0.04], [4.95, -0.69, 0.01], [6.81, 0.93, 0.21], [6.29, 3.35, 0.25], [4.81, 5.12, 0.19], [2.52, 6.05, -0.03], [0.61, 4.52, -0.14], [-2.15, 4.01, 0.21], [-3.07, 5.18, 2.17], [-2.14, 4.76, 4.42], [-0.26, 3.17, 4.70], [0.64, 1.96, 2.75], [1.31, 2.19, -2.55], [0.48, 2.66, -4.81], [-1.93, 3.15, -5.18], [-3.49, 3.09, -3.26], [-2.67, 2.56, -1.01], [-0.96, -2.61, -2.49], [0.21, -3.83, -1.69], [-0.58, -5.51, -1.64], [1.79, -3.94, -2.67], [0.53, -3.21, 0.06], [1.43, -4.15, 1.42], [3.15, -4.57, 0.81], [0.50, -5.73, 1.73], [1.61, -3.19, 3.00], [-0.88, -2.59, -3.58], [-0.79, -1.60, -2.12], [-1.99, -2.89, -2.22], [-0.86, -5.82, -2.65], [-1.48, -5.49, -1.01], [0.11, -6.26, -1.23], [1.58, -4.33, -3.68], [2.50, -4.62, -2.19], [2.27, -2.96, -2.78], [-0.34, -2.61, 0.41], [3.14, -5.00, -0.20], [3.62, -5.30, 1.48], [3.79, -3.68, 0.79], [0.72, -6.49, 0.96], [-0.58, -5.55, 1.74], [0.78, -6.14, 2.71], [1.64, -2.11, 2.82], [2.55, -3.47, 3.50], [0.78, -3.39, 3.68], [-5.51, 1.88, 0.67], [-4.50, 1.02, 0.07], [-4.56, 0.40, -1.16], [-3.37, -0.26, -1.31], [-2.58, -0.04, -0.20], [-3.29, 0.73, 0.61], [-6.50, 1.56, 0.35], [-5.36, 2.92, 0.39], [-5.46, 1.80, 1.75], [-5.43, 0.45, -1.80], [-3.04, -0.88, -2.13], [-2.97, 1.10, 1.58]]
}

Entry 3:
{
  "formula": "C33H41LaN12O3",
  "method": "ωB97M-V with the def2-TZVPD basis set",
  "de_lowest_kcal_mol": 0.6,
  "largest_force_ev_per_a": 1.42,
  "multiplicity": 1,
  "charge": 2,
  "energy_ev": -59765.3384,
  "elements": ["La", "C", "N", "C", "C", "O", "C", "O", "C", "C", "O", "N", "C", "C", "H", "H", "H", "H", "H", "H", "H", "H", "H", "H", "H", "H", "H", "H", "H", "H", "N", "C", "N", "C", "N", "N", "C", "N", "C", "C", "C", "C", "C", "N", "H", "H", "H", "H", "H", "H", "H", "H", "C", "N", "C", "C", "C", "C", "C", "N", "C", "C", "C", "C", "C", "C", "H", "H", "H", "H", "H", "H", "H", "H", "H", "H", "H", "N", "C", "C", "C", "C", "C", "N", "H", "H", "H", "H", "H", "H"],
  "positions_angstrom": [[-0.06, -0.16, -0.32], [2.10, -0.11, 4.47], [2.71, -0.94, 3.44], [4.08, -1.37, 3.71], [2.08, -1.15, 2.28], [0.97, -0.66, 2.02], [2.76, -2.00, 1.21], [1.84, -2.34, 0.20], [1.25, -3.62, 0.30], [-0.27, -3.50, 0.41], [-0.78, -2.37, 0.52], [-0.98, -4.62, 0.36], [-2.44, -4.57, 0.47], [-0.36, -5.94, 0.29], [2.17, -0.63, 5.43], [2.62, 0.85, 4.55], [1.05, 0.06, 4.23], [4.15, -1.68, 4.75], [4.38, -2.20, 3.09], [4.78, -0.55, 3.55], [3.57, -1.42, 0.75], [3.21, -2.90, 1.64], [1.51, -4.19, -0.59], [1.62, -4.17, 1.17], [-2.76, -3.54, 0.54], [-2.88, -5.04, -0.41], [-2.76, -5.11, 1.36], [0.41, -5.99, -0.48], [0.07, -6.24, 1.25], [-1.13, -6.66, 0.03], [2.12, -1.51, -2.99], [2.74, -0.39, -2.60], [3.86, -0.08, -3.25], [4.44, 1.06, -2.90], [5.54, 1.44, -3.55], [4.00, 1.87, -1.90], [2.93, 1.45, -1.28], [2.22, 0.33, -1.56], [2.52, 2.29, -0.11], [3.11, 3.53, 0.10], [2.79, 4.24, 1.24], [1.91, 3.68, 2.16], [1.36, 2.45, 1.86], [1.63, 1.77, 0.75], [2.49, -1.93, -3.83], [1.14, -1.65, -2.78], [5.89, 0.88, -4.30], [5.99, 2.31, -3.30], [3.82, 3.90, -0.63], [3.24, 5.21, 1.43], [1.65, 4.19, 3.07], [0.64, 1.98, 2.53], [-1.10, 2.92, -2.18], [-0.94, 1.46, -2.14], [-1.28, 0.83, -3.21], [-1.26, -0.60, -3.32], [-1.69, -1.37, -4.39], [-1.53, -2.71, -4.01], [-1.02, -2.68, -2.72], [-0.83, -1.41, -2.28], [-2.08, 3.42, -1.15], [-1.76, 3.41, 0.20], [-2.67, 3.83, 1.16], [-3.92, 4.28, 0.77], [-4.25, 4.31, -0.58], [-3.34, 3.88, -1.54], [-1.45, 3.22, -3.17], [-0.13, 3.39, -2.03], [-1.63, 1.38, -4.08], [-2.08, -1.00, -5.33], [-1.76, -3.59, -4.58], [-0.77, -3.53, -2.10], [-0.77, 3.09, 0.50], [-2.40, 3.82, 2.21], [-4.63, 4.63, 1.51], [-5.22, 4.68, -0.89], [-3.60, 3.90, -2.59], [-3.77, 0.28, -0.92], [-3.57, 0.42, 0.41], [-4.63, 0.80, 1.25], [-4.43, 0.85, 2.60], [-3.17, 0.53, 3.12], [-2.18, 0.20, 2.24], [-2.34, 0.18, 0.89], [-4.69, 0.44, -1.31], [-3.09, -0.15, -1.52], [-5.60, 1.01, 0.81], [-5.24, 1.13, 3.26], [-2.98, 0.53, 4.19], [-1.19, -0.06, 2.60]]
}

Entry 4:
{
  "formula": "C33H41N3O20",
  "method": "ωB97M-V with the def2-TZVPD basis set",
  "de_lowest_kcal_mol": 122.8,
  "largest_force_ev_per_a": 3.97,
  "multiplicity": 1,
  "smiles": "O=C1C=C(O)C(=O)C=C1O.O=C1C=C(O)C(=O)C=C1O.O=C1C=C(O)C(=O)C=C1O.O=C1C=C(O)C(=O)C=C1O.C[N+](=O)[O-].COC[C@H](C)N.COC[C@H](C)N",
  "energy_ev": -80294.6901,
  "elements": ["C", "N", "O", "O", "H", "H", "H", "C", "C", "C", "O", "C", "N", "H", "H", "H", "H", "H", "H", "H", "H", "H", "H", "H", "C", "C", "C", "O", "C", "N", "H", "H", "H", "H", "H", "H", "H", "H", "H", "H", "H", "C", "C", "C", "O", "C", "C", "C", "O", "O", "O", "H", "H", "H", "H", "C", "C", "C", "O", "C", "C", "C", "O", "O", "O", "H", "H", "H", "H", "C", "C", "C", "O", "C", "C", "C", "O", "O", "O", "H", "H", "H", "H", "C", "C", "C", "O", "C", "C", "C", "O", "O", "O", "H", "H", "H", "H"],
  "positions_angstrom": [[18.36, -7.25, 16.05], [18.21, -8.30, 15.04], [17.31, -8.26, 14.23], [18.90, -9.25, 15.29], [17.90, -6.33, 15.68], [19.44, -7.27, 16.15], [17.81, -7.61, 16.92], [21.01, -12.24, 19.73], [20.18, -11.25, 20.57], [18.69, -11.39, 20.66], [18.15, -12.34, 21.64], [17.86, -13.61, 21.11], [20.82, -11.26, 21.91], [20.44, -12.73, 18.93], [21.64, -13.00, 20.20], [21.70, -11.63, 19.15], [20.31, -10.26, 20.12], [18.21, -11.48, 19.68], [18.48, -10.40, 21.06], [18.78, -14.14, 20.88], [17.18, -13.58, 20.26], [17.30, -14.17, 21.87], [20.74, -10.33, 22.28], [20.14, -11.69, 22.52], [12.39, -6.09, 16.63], [11.43, -5.91, 15.53], [11.94, -5.36, 14.15], [12.66, -4.14, 14.47], [13.17, -3.43, 13.30], [10.60, -7.11, 15.45], [13.14, -6.88, 16.60], [11.76, -6.24, 17.51], [12.94, -5.16, 16.74], [10.91, -5.05, 15.95], [11.07, -5.09, 13.54], [12.66, -6.08, 13.77], [13.73, -4.17, 12.73], [13.84, -2.60, 13.52], [12.27, -3.05, 12.81], [11.22, -7.79, 15.02], [10.46, -7.43, 16.40], [17.46, -6.64, 6.50], [18.24, -7.74, 6.41], [19.07, -8.20, 7.59], [19.71, -9.21, 7.69], [18.81, -7.31, 8.74], [18.10, -6.17, 8.83], [17.33, -5.77, 7.63], [16.90, -4.64, 7.50], [18.03, -5.34, 9.96], [18.23, -8.44, 5.30], [16.73, -6.46, 5.73], [19.32, -7.66, 9.63], [17.76, -4.46, 9.69], [18.32, -9.39, 5.41], [23.97, -6.20, 14.01], [24.72, -5.69, 12.94], [26.17, -5.63, 12.98], [26.83, -5.26, 12.00], [26.80, -6.08, 14.31], [26.01, -6.64, 15.29], [24.49, -6.82, 15.21], [23.85, -7.30, 16.09], [26.62, -6.95, 16.47], [24.18, -5.29, 11.80], [22.89, -6.21, 13.95], [27.87, -6.12, 14.37], [26.07, -7.47, 17.05], [24.81, -5.23, 11.07], [13.39, -14.93, 13.02], [13.72, -16.16, 12.59], [14.93, -16.40, 11.74], [15.10, -17.54, 11.24], [15.81, -15.28, 11.54], [15.53, -14.12, 12.09], [14.27, -13.77, 12.85], [13.93, -12.65, 13.22], [16.34, -13.04, 11.94], [12.85, -17.25, 12.63], [12.43, -14.80, 13.50], [16.66, -15.37, 10.88], [15.95, -12.25, 12.32], [13.32, -18.01, 12.27], [14.09, 0.65, 20.20], [14.62, -0.18, 19.26], [15.82, -1.01, 19.54], [16.26, -1.94, 18.84], [16.52, -0.68, 20.85], [15.89, 0.18, 21.74], [14.69, 1.04, 21.44], [14.21, 1.97, 22.09], [16.37, 0.55, 23.00], [13.98, -0.43, 18.03], [13.22, 1.16, 19.83], [17.41, -1.14, 21.24], [16.05, 1.43, 23.22], [14.11, -1.32, 17.69]]
}

Entry 5:
{
  "formula": "C33H41N4O4SSiTl",
  "method": "ωB97M-V with the def2-TZVPD basis set",
  "largest_force_ev_per_a": 0.94,
  "multiplicity": 1,
  "charge": -2,
  "energy_ev": -72447.6317,
  "elements": ["Tl", "C", "C", "C", "C", "C", "C", "C", "C", "C", "C", "C", "C", "H", "H", "H", "H", "H", "H", "H", "H", "H", "H", "H", "H", "H", "H", "H", "H", "H", "H", "C", "C", "C", "C", "C", "C", "N", "N", "Si", "C", "C", "C", "H", "H", "H", "H", "H", "H", "H", "H", "H", "H", "H", "H", "H", "H", "H", "O", "C", "O", "C", "O", "O", "S", "C", "C", "C", "N", "C", "C", "C", "C", "C", "N", "C", "C", "H", "H", "H", "H", "H", "H", "H", "H"],
  "positions_angstrom": [[-0.96, -0.41, -0.67], [-3.33, 2.93, -1.44], [-1.83, 2.92, -1.58], [-1.06, 3.32, -0.48], [-1.77, 3.78, 0.77], [0.33, 3.23, -0.54], [1.18, 3.54, 0.69], [0.96, 2.78, -1.70], [2.47, 2.77, -1.77], [0.19, 2.33, -2.78], [0.85, 1.65, -3.96], [-1.20, 2.42, -2.73], [-2.00, 1.93, -3.92], [-3.71, 3.94, -1.27], [-3.62, 2.31, -0.59], [-3.84, 2.53, -2.31], [-2.64, 4.38, 0.52], [-1.13, 4.39, 1.40], [-2.11, 2.91, 1.34], [1.57, 4.56, 0.67], [2.03, 2.85, 0.75], [0.61, 3.40, 1.60], [2.82, 2.89, -2.80], [2.89, 1.83, -1.39], [2.90, 3.58, -1.18], [0.92, 2.31, -4.84], [0.27, 0.77, -4.25], [1.85, 1.31, -3.72], [-2.95, 2.44, -4.01], [-2.19, 0.86, -3.84], [-1.46, 2.10, -4.85], [-4.94, -0.54, -1.59], [-4.80, -0.31, -0.11], [-5.89, -0.50, 0.74], [-5.67, -0.33, 2.11], [-4.42, 0.03, 2.57], [-3.35, 0.24, 1.65], [-3.60, 0.05, 0.32], [-2.12, 0.62, 1.99], [-1.39, 0.73, 3.50], [0.44, 1.14, 3.22], [-2.07, 2.10, 4.62], [-1.43, -0.85, 4.53], [-5.61, 0.21, -2.04], [-5.35, -1.53, -1.79], [-3.96, -0.49, -2.07], [-6.85, -0.80, 0.36], [-6.48, -0.49, 2.81], [-4.24, 0.16, 3.63], [0.68, 1.04, 2.16], [1.09, 0.45, 3.78], [0.69, 2.16, 3.54], [-2.18, 3.04, 4.06], [-1.41, 2.29, 5.48], [-3.06, 1.84, 5.01], [-1.06, -1.68, 3.92], [-2.45, -1.11, 4.85], [-0.80, -0.77, 5.43], [-2.25, -4.55, -0.88], [-1.69, -3.47, -1.06], [-1.12, -2.76, -0.15], [-1.62, -2.92, -2.53], [-1.20, -3.67, -3.42], [-1.87, -1.67, -2.68], [6.46, -2.22, 0.49], [4.74, -1.81, 0.20], [3.80, -1.97, 1.20], [2.48, -1.63, 0.92], [2.09, -1.16, -0.25], [2.99, -1.02, -1.21], [4.34, -1.33, -1.04], [6.41, -3.95, 0.04], [6.20, -4.93, 0.99], [6.16, -6.26, 0.59], [6.32, -6.65, -0.67], [6.52, -5.70, -1.58], [6.57, -4.34, -1.28], [4.09, -2.34, 2.18], [1.70, -1.75, 1.67], [2.62, -0.65, -2.16], [5.05, -1.18, -1.84], [6.06, -4.66, 2.03], [5.99, -7.04, 1.32], [6.64, -6.04, -2.60], [6.74, -3.61, -2.06]]
}